[1]
Here is a cluster of 5 separate species, C15H23N9O6 in total at a distorted geometry from the OMol25 dataset. Energies are from the ωB97M-V functional and the def2-TZVPD basis.

HOMO level = -9.81 eV
Largest force on an atom = 2.32 eV Å⁻¹
Molecular weight = 425.406 Da
Orbital gap = 0.3265 Ha

The geometry in XYZ format:
```
53
Properties=species:S:1:pos:R:3:forces:R:3
C 4.9399 -0.1664 0.7289 -0.641 0.266 1.544
C 4.1664 0.3552 -0.0394 0.352 -0.089 -1.307
C 3.4230 0.8254 -1.2494 -0.914 0.225 0.454
C 1.8921 0.8759 -1.0020 -0.054 -0.775 0.101
C 1.1968 2.0960 -0.8675 -0.278 -0.379 -0.118
C -0.2100 2.1363 -0.6885 0.483 -0.586 0.020
C -0.8582 0.9088 -0.6392 -0.386 -1.051 0.219
C -0.1736 -0.3399 -0.7533 0.492 0.149 0.461
C 1.2125 -0.3834 -0.9263 -0.535 1.008 0.166
C -1.1881 -1.4962 -0.6531 0.721 2.104 -0.662
O -1.0413 -2.6652 -0.4711 0.073 0.060 -0.116
N -2.4594 -0.8359 -0.8726 -0.721 -0.056 0.049
C -2.3353 0.5623 -0.4770 1.528 -0.323 -0.058
O -3.2651 1.2038 -0.0787 0.170 0.313 -0.278
H 5.3487 -0.5315 1.6901 -0.062 0.095 -1.369
H 3.5739 0.1168 -2.0885 0.196 0.434 0.447
H 3.7171 1.8423 -1.5691 0.234 -0.581 0.192
H 1.7585 3.0359 -0.9287 -0.233 -0.422 0.027
H -0.7843 3.0647 -0.6057 0.414 -0.303 -0.027
H 1.7514 -1.3380 -1.0108 -0.217 0.538 0.074
H -2.5484 -0.7360 -1.8899 -0.542 -0.670 0.093
C 4.6930 -3.3139 2.7602 -0.008 -0.288 -0.105
O 5.6103 -2.5365 2.5509 0.037 0.181 0.121
N 4.6667 -4.5674 2.2357 0.221 0.078 0.139
N 3.6142 -2.9910 3.5353 -0.051 0.220 0.125
H 3.9217 -5.2158 2.3936 -0.026 -0.063 -0.210
H 5.4390 -4.8425 1.6572 -0.109 -0.018 -0.059
H 3.5950 -2.0735 3.9406 -0.007 -0.042 -0.007
H 2.8559 -3.6213 3.7115 0.006 0.017 -0.032
C -2.3790 4.8315 2.0895 0.008 0.034 0.055
O -1.8368 5.5287 2.9283 -0.010 -0.009 -0.030
N -2.1318 3.4930 1.9683 0.102 -0.193 -0.066
N -3.2836 5.3233 1.1913 -0.108 0.105 -0.063
H -2.5756 2.9109 1.2789 -0.061 -0.038 0.054
H -1.4730 3.0861 2.6063 -0.035 0.049 0.006
H -3.4965 6.3022 1.2415 0.026 -0.035 -0.006
H -3.7342 4.7570 0.4964 0.033 0.015 -0.016
C -4.8198 3.5755 -3.0251 -0.018 -0.007 -0.021
O -3.6791 4.0013 -3.1008 -0.027 -0.021 0.044
N -5.8476 4.0849 -3.7671 -0.010 0.144 -0.130
N -5.1674 2.5533 -2.1911 0.099 -0.073 0.055
H -6.7878 3.7428 -3.7125 0.015 0.008 -0.003
H -5.6343 4.8389 -4.3937 -0.007 -0.027 0.024
H -4.4378 2.1533 -1.6292 -0.089 -0.041 0.127
H -6.0998 2.1935 -2.1171 0.018 0.001 0.017
C 1.8354 -5.5768 0.1750 -0.058 0.022 -0.152
O 2.9238 -6.1193 0.0909 -0.020 -0.005 0.144
N 1.1548 -5.4656 1.3589 0.050 0.058 0.221
N 1.1872 -5.0324 -0.8926 0.034 -0.005 -0.134
H 0.2585 -5.0218 1.4378 0.018 0.010 -0.019
H 1.5837 -5.8544 2.1764 -0.107 -0.120 -0.031
H 1.6371 -5.0882 -1.7875 0.006 -0.035 0.050
H 0.2912 -4.5871 -0.8162 0.001 0.120 -0.007
```
Positions in Å, forces in eV/Å.

[2]
Here is a structure of composition C15H24B2Be2BrClF3KNO6P at a distorted geometry from the OMol25 dataset. Energies are from the ωB97M-V functional and the def2-TZVPD basis.

HOMO level = -7.30 eV
Largest force on an atom = 3.76 eV Å⁻¹
Molecular weight = 596.429 Da
Orbital gap = 0.0779 Ha

The geometry in XYZ format:
```
57
Properties=species:S:1:pos:R:3:forces:R:3
C -0.9612 1.6256 4.0534 3.459 -1.405 -0.435
C -1.8052 2.0713 3.3254 -2.637 0.183 -0.922
C -2.7497 2.4253 2.2549 0.496 1.635 0.187
C -1.9583 2.5988 0.9194 -0.986 -0.994 0.167
C -1.9063 1.3462 -0.0098 1.266 -0.652 0.427
B -1.9146 -0.1055 0.6782 -0.522 1.765 -0.938
P -0.2404 -0.8102 1.3005 1.211 -1.603 0.196
N 0.5972 -1.2844 0.0304 -0.540 0.788 0.362
B -3.2658 -1.0639 0.8438 -0.298 -1.731 -0.644
O -3.0116 -2.4325 0.8258 -0.185 3.256 1.755
O -4.5802 -0.6340 0.9641 0.763 0.507 0.924
H -0.2825 1.0905 4.6904 -0.119 0.211 0.212
H -3.6061 1.7604 2.2003 0.186 -0.336 -0.048
H -3.1536 3.3962 2.5475 -0.108 -0.006 0.011
H -0.9301 2.9968 1.1912 -0.083 0.150 -0.402
H -2.4131 3.4041 0.3461 0.434 0.230 0.008
H -0.9295 1.4304 -0.5458 -0.206 -0.176 -0.113
H -2.6786 1.3398 -0.7787 -0.369 0.332 0.376
H -0.3510 -1.9738 2.1557 -0.433 -0.621 0.587
H 0.4357 0.2651 1.9516 0.668 0.741 0.408
H 1.4503 -0.7266 -0.0719 -0.025 -0.011 -0.304
H -3.4654 -2.8344 1.5955 -0.554 -0.513 -0.707
H -4.8884 -0.7816 1.8715 -0.519 -0.007 -0.242
C -2.6958 -5.6418 -3.3732 -0.104 -0.459 0.155
C -1.7012 -4.5264 -3.4964 0.678 -0.338 -0.725
O -2.3512 -3.4394 -2.8201 -0.194 -1.024 1.105
C -3.1493 -4.0265 -1.8833 0.047 -0.517 0.494
O -3.6406 -3.4416 -0.9606 -0.745 -0.632 -2.061
O -3.3131 -5.3378 -2.1139 0.034 0.376 0.040
F -1.5248 -4.1945 -4.7684 -0.832 -0.586 -0.032
H -3.4487 -5.6210 -4.1627 0.064 0.156 -0.031
H -2.2283 -6.6223 -3.3595 -0.054 0.004 0.256
H -0.7395 -4.7246 -3.0201 0.029 0.214 -0.029
Be -0.2511 1.6317 1.9993 -0.627 -0.204 0.756
Cl 0.1285 -2.4490 -5.5927 0.067 1.067 0.005
C 1.7668 1.3693 -1.6687 1.448 -0.041 -1.482
O 0.9002 1.3416 -0.6241 -0.773 -0.346 1.369
H 2.1529 2.3666 -1.9633 -0.324 0.199 0.478
H 2.7089 0.7999 -1.5516 -0.132 -0.060 0.490
H 1.3845 0.9865 -2.6325 -0.536 -0.045 0.300
F 0.7365 -1.2117 3.4623 -0.744 0.490 -1.294
Be -5.6377 -2.4760 -1.6043 -0.030 0.094 -0.076
C 4.8161 3.3574 1.0950 -0.004 -0.020 -0.017
C 5.8523 4.2606 0.9029 -0.008 0.030 0.019
C 6.9942 3.8710 0.2170 -0.002 -0.005 -0.013
C 7.0956 2.5807 -0.2848 0.000 0.011 0.004
C 6.0578 1.6787 -0.0956 0.006 -0.033 -0.007
C 4.9197 2.0656 0.5978 -0.024 0.010 0.002
H 3.9264 3.6609 1.6330 0.011 0.009 0.005
H 5.7703 5.2690 1.2888 0.007 -0.013 0.005
H 7.8052 4.5734 0.0725 -0.012 -0.002 -0.005
H 7.9844 2.2781 -0.8239 -0.010 -0.002 0.006
H 6.1364 0.6729 -0.4885 0.001 0.007 0.007
H 4.1119 1.3603 0.7496 -0.003 0.004 -0.014
Br -1.8074 -4.0715 2.0844 1.672 -0.832 1.122
K -3.2144 -1.6931 -4.2655 0.415 0.684 -0.933
F -2.9373 2.2495 5.1114 -0.220 0.062 -0.764
```
Positions in Å, forces in eV/Å.

[3]
Here is a cluster of 2 separate species, C15H24BCl3OS in total at a distorted geometry from the OMol25 dataset. Energies are from the ωB97M-V functional and the def2-TZVPD basis.

HOMO level = -8.78 eV
Largest force on an atom = 2.72 eV Å⁻¹
Molecular weight = 369.594 Da
Orbital gap = 0.2554 Ha

The geometry in XYZ format:
```
45
Properties=species:S:1:pos:R:3:forces:R:3
Cl -3.3706 2.4154 2.7253 0.254 -0.110 -0.508
B -2.8695 1.9091 1.0264 -1.042 -0.491 -0.097
Cl -3.2125 0.0730 0.7256 -0.054 0.482 0.164
Cl -3.7582 2.8797 -0.3179 0.368 -0.133 0.371
O -1.3993 2.1671 0.9023 1.238 0.470 -1.356
C -0.7619 2.1364 -0.2169 -1.929 1.658 0.969
C 0.3143 3.0681 -0.4724 0.914 0.114 0.159
C 0.9089 3.1291 -1.7567 -0.359 0.005 0.562
C 1.9394 4.0254 -2.0122 0.091 0.106 0.011
C 2.3732 4.8967 -1.0028 -0.256 -0.490 0.110
C 1.7541 4.8682 0.2580 0.159 0.083 -0.033
C 0.7414 3.9605 0.5365 -0.037 -0.149 -0.541
H -1.2616 1.7051 -1.0965 0.175 -0.011 0.586
H 0.5140 2.4893 -2.5425 0.212 0.023 0.060
H 2.4144 4.0437 -2.9989 -0.242 0.033 0.419
H 3.2090 5.5744 -1.1945 -0.375 -0.161 0.081
H 2.0803 5.5601 1.0359 -0.097 -0.188 -0.247
H 0.2300 3.9463 1.4936 0.187 -0.029 -0.054
C 1.4572 -4.1179 3.9374 0.027 0.063 -0.124
C 0.9434 -3.4558 2.6544 0.054 0.039 -0.218
C 0.5321 -1.9929 2.8492 -0.034 0.143 0.055
C -0.1964 -1.3397 1.6557 -0.885 0.187 0.269
S 0.6875 -0.1214 0.6140 0.811 -0.859 -0.198
C -0.2058 -0.3667 -0.9409 -0.570 -0.297 -0.298
C -0.1374 -1.6746 -1.7216 0.368 0.040 0.067
C -1.0205 -1.5039 -2.9715 0.091 0.188 0.297
C -1.1382 -2.6898 -3.9139 -0.066 0.154 0.016
H 1.6785 -5.1759 3.7623 -0.027 0.150 0.036
H 2.3749 -3.6460 4.3088 -0.181 -0.009 -0.075
H 0.7000 -4.0612 4.7265 0.107 0.005 -0.056
H 1.7061 -3.5160 1.8666 -0.110 -0.052 0.080
H 0.0718 -4.0244 2.2995 0.134 0.131 -0.006
H -0.1745 -1.9672 3.6959 0.313 0.132 -0.174
H 1.4060 -1.3933 3.1249 -0.067 -0.053 0.121
H -0.5786 -2.1204 0.9824 0.053 0.291 0.199
H -1.0594 -0.7683 2.0406 0.280 -0.487 -0.215
H -1.2700 -0.2034 -0.6902 0.528 -0.038 -0.360
H 0.1524 0.4381 -1.6041 -0.081 -0.402 0.213
H 0.9112 -1.8569 -1.9942 -0.217 -0.213 -0.034
H -0.4842 -2.5019 -1.0883 0.065 0.046 -0.266
H -2.0285 -1.2105 -2.6422 0.188 -0.023 -0.053
H -0.6190 -0.6517 -3.5374 -0.101 -0.043 0.053
H -1.7682 -2.3916 -4.7510 -0.037 -0.126 -0.103
H -0.1746 -2.9904 -4.3215 0.089 -0.081 0.064
H -1.6115 -3.5440 -3.4336 0.059 -0.101 0.054
```
Positions in Å, forces in eV/Å.

[4]
Here is an isolated molecule of C15H24BN3O2 at a distorted geometry from the OMol25 dataset. Energies are from the ωB97M-V functional and the def2-TZVPD basis.

HOMO level = -8.05 eV
Largest force on an atom = 5.04 eV Å⁻¹
Molecular weight = 289.188 Da
Orbital gap = 0.3145 Ha

The geometry in XYZ format:
```
45
Properties=species:S:1:pos:R:3:forces:R:3
N 2.5613 2.0111 3.5773 1.913 -3.339 -0.539
O -1.6238 -0.9655 -0.6910 0.514 -0.535 -1.742
O 0.2854 -0.8356 -2.1685 -2.243 -1.350 1.152
B -0.3908 -0.4208 -1.0091 -0.276 1.160 -0.687
C 2.1758 0.7741 3.3216 1.579 3.565 -3.188
C 1.2895 1.2725 -0.0681 0.981 -0.882 -2.220
C -1.0082 1.5125 0.4694 0.273 0.659 1.449
C 1.6805 2.3456 0.6439 -1.169 0.908 1.090
C -0.5932 2.5252 1.3689 0.613 0.804 -1.384
C -0.0154 0.8292 -0.1843 0.471 -0.508 -0.496
C 0.7209 3.0500 1.3912 0.650 -2.659 0.510
N 0.8572 0.4305 3.2526 -0.391 -1.147 1.518
N 3.0992 -0.0675 2.6188 0.458 1.110 2.322
C -2.6354 -3.0567 -1.3353 1.086 -0.404 -1.502
C -2.8882 -1.0069 -2.8163 0.822 1.286 1.238
C 0.2233 -3.2367 -1.8452 -1.434 -0.140 1.237
C -0.5635 -2.1633 -4.0700 0.265 0.713 1.780
C 1.6822 3.0738 3.8283 -0.741 -0.192 -2.204
C 1.2740 3.9132 2.4835 -0.357 -0.187 1.066
C -1.9876 -1.7775 -1.8772 1.912 -0.664 1.354
C -0.5231 -2.0628 -2.5151 -0.411 0.159 -0.525
H 2.0276 0.8452 -0.7530 -0.037 -0.447 0.494
H -2.0242 1.1473 0.3116 0.114 0.455 0.570
H 2.7077 2.5389 0.8034 0.940 0.503 -0.205
H -1.2681 3.0160 2.0100 -1.138 0.433 0.648
H 0.4038 0.1451 2.4140 -0.020 -0.255 -0.471
H 0.2696 0.7474 4.0060 -0.039 0.108 -0.380
H 4.0662 0.2887 2.4979 -1.513 -0.111 0.089
H 2.7335 -0.6144 1.8838 -0.394 -0.599 -0.546
H -1.9562 -3.6271 -0.6444 -1.015 0.853 -0.428
H -3.5961 -2.7705 -0.9439 -0.312 -0.289 0.508
H -2.7783 -3.6913 -2.2434 -0.219 0.123 0.726
H -2.4377 -0.0714 -3.1451 0.299 0.137 0.222
H -3.8421 -0.7292 -2.3951 -0.329 -0.278 0.306
H -2.9937 -1.5537 -3.6891 -0.680 -1.252 -1.668
H -0.2804 -4.2035 -1.9915 0.069 0.310 -0.179
H 1.2504 -3.3753 -2.0815 0.829 0.330 -0.936
H 0.2644 -3.0918 -0.7434 -0.322 0.082 -0.503
H -1.2259 -2.8513 -4.5436 -0.652 -0.923 0.278
H -0.8427 -1.1955 -4.4585 0.431 0.354 -0.219
H 0.4320 -2.4574 -4.2830 1.001 0.075 -0.948
H 0.7834 2.6807 4.1779 -2.093 -0.212 0.861
H 2.1261 3.6198 4.6034 0.367 1.663 0.794
H 0.4370 4.5664 2.7126 0.252 0.590 0.673
H 2.1235 4.4926 2.1200 -0.053 -0.009 0.083
```
Positions in Å, forces in eV/Å.

Among the records above, which one has the highest HOMO level? C15H24B2Be2BrClF3KNO6P

molecular weight of number 1 (C15H23N9O6)? 425.406 Da

Among the records above, which one has the highest HOMO level? C15H24B2Be2BrClF3KNO6P

What is the molecular weight in the first record? 425.406 Da